A:
The following is a DFT calculation (the ωB97M-V functional and the def2-TZVPD basis) of a cluster of 2 separate species, C2H5Cl3Si2 in total.

Last column: Löwdin charge in e.
Cartesian coordinates (Å):
C (0.52, -0.88, 1.74)  -0.32
Si (1.58, -0.14, 0.63)  -0.24
Cl (3.28, -0.60, -0.28)  0.35
Cl (1.31, 1.93, 0.42)  0.24
H (-0.54, -0.56, 1.72)  -0.08
H (0.45, -1.96, 2.00)  -0.01
C (-0.29, -0.19, -1.58)  -0.36
Si (-1.37, 0.96, -0.77)  0.23
Cl (-2.75, 0.51, 0.65)  0.28
H (-0.52, -1.25, -1.17)  0.02
H (-0.01, -0.24, -2.57)  -0.06
H (-1.65, 2.44, -0.79)  -0.06

Summary:
* SMILES: C=[Si](Cl)Cl.C=[SiH]Cl

B:
The following is a DFT calculation (the ωB97M-V functional and the def2-TZVPD basis) of the molecule C2H5Cl3Si2.

Last column: Löwdin charge in e.
Cartesian coordinates (Å):
C (2.38, -0.24, -1.21)  -0.26
Si (1.07, 0.66, -0.47)  0.13
Cl (0.38, 2.41, -0.97)  0.38
C (-0.15, 0.19, 1.05)  -0.48
Si (-1.93, -0.46, 0.49)  -0.32
Cl (-3.25, 1.07, 0.64)  0.26
Cl (-1.96, -1.20, -1.39)  0.28
H (2.93, 0.14, -2.10)  -0.02
H (2.85, -1.08, -0.68)  -0.03
H (0.02, 0.98, 1.93)  0.07
H (0.28, -0.73, 1.51)  0.00
H (-2.63, -1.74, 1.20)  -0.02

Summary:
* SMILES: C=[Si](Cl)C[SiH](Cl)Cl

Most favorable first, least favorable last: B, A

A:
The following is a DFT calculation (the ωB97M-V functional and the def2-TZVPD basis) of the molecule C12H13NO2.

Last column: Löwdin charge in e.
Cartesian coordinates (Å):
C (2.82, -0.42, -0.56)  -0.04
C (2.28, -0.11, 0.80)  -0.27
C (1.76, 1.10, 1.08)  -0.17
O (1.70, 2.16, 0.28)  -0.06
O (0.60, 3.05, 0.57)  0.02
C (2.21, -1.15, 1.90)  -0.17
N (0.84, -1.54, 2.16)  0.10
C (-0.14, -0.87, 1.78)  -0.10
C (-1.00, 0.05, 1.34)  -0.09
C (-1.71, -0.02, 0.13)  -0.26
C (-2.85, 0.65, -0.30)  -0.04
C (-3.33, 0.45, -1.59)  -0.10
C (-2.83, -0.48, -2.48)  -0.10
C (-1.73, -1.27, -2.08)  -0.04
C (-1.19, -1.04, -0.75)  0.01
H (2.62, 0.44, -1.12)  0.06
H (3.83, -0.78, -0.60)  0.07
H (2.47, -1.40, -0.95)  0.09
H (1.50, 1.40, 2.11)  0.15
H (-0.17, 2.78, 0.10)  0.07
H (2.64, -0.64, 2.79)  0.14
H (2.68, -2.05, 1.51)  0.12
H (-1.41, 0.71, 2.22)  0.17
H (-3.13, 1.44, 0.30)  0.08
H (-4.03, 1.18, -1.98)  0.10
H (-3.12, -0.42, -3.51)  0.09
H (-1.14, -1.90, -2.68)  0.08
H (-0.20, -1.33, -0.45)  0.08

Summary:
* SMILES: C/C(=C\OO)CN=C=Cc1ccccc1

B:
The following is a DFT calculation (the ωB97M-V functional and the def2-TZVPD basis) of the molecule C12H13NO2.

Last column: Löwdin charge in e.
Cartesian coordinates (Å):
C (-1.41, 2.22, -1.75)  0.00
C (-0.93, 0.91, -2.37)  -0.25
N (-1.65, 0.28, -3.23)  0.03
O (-2.94, 0.70, -3.53)  -0.04
C (0.42, 0.28, -2.06)  -0.52
C (1.56, 1.25, -2.30)  0.00
O (0.67, -0.85, -2.94)  -0.01
C (0.41, -0.18, -0.69)  0.07
C (0.41, -0.57, 0.45)  0.07
C (0.44, -0.98, 1.83)  -0.26
C (-0.58, -0.59, 2.68)  -0.04
C (-0.47, -0.88, 4.04)  -0.07
C (0.62, -1.63, 4.57)  -0.08
C (1.58, -2.06, 3.67)  -0.09
C (1.50, -1.74, 2.30)  -0.03
H (-1.50, 3.02, -2.51)  0.10
H (-0.67, 2.50, -1.04)  0.06
H (-2.39, 2.11, -1.33)  0.08
H (-3.40, -0.01, -4.01)  0.10
H (1.67, 1.48, -3.37)  0.10
H (1.41, 2.18, -1.83)  0.07
H (2.49, 0.81, -1.96)  0.09
H (-0.14, -1.37, -2.99)  0.08
H (-1.36, 0.02, 2.26)  0.11
H (-1.23, -0.55, 4.74)  0.10
H (0.75, -1.80, 5.68)  0.12
H (2.45, -2.54, 4.07)  0.09
H (2.28, -2.01, 1.60)  0.11

Summary:
* SMILES: C/C(=N\O)[C@](C)(O)C#Cc1ccccc1

C:
The following is a DFT calculation (the ωB97M-V functional and the def2-TZVPD basis) of the molecule C12H13NO2.

Last column: Löwdin charge in e.
Cartesian coordinates (Å):
C (2.16, 0.14, -1.04)  -0.05
O (2.23, 0.58, 0.29)  -0.01
C (1.52, 1.65, 0.68)  -0.57
O (0.97, 2.35, -0.26)  0.12
N (1.49, 2.09, 1.93)  0.09
C (1.75, 1.27, 3.04)  -0.10
C (0.99, 0.11, 3.18)  -0.06
C (0.24, -0.52, 2.06)  -0.06
C (-0.36, 0.20, 1.12)  -0.13
C (-1.24, -0.34, 0.09)  -0.21
C (-1.34, -1.70, -0.12)  -0.04
C (-1.90, -2.08, -1.34)  -0.08
C (-2.28, -1.16, -2.32)  -0.12
C (-2.41, 0.16, -2.04)  -0.08
C (-1.85, 0.55, -0.83)  -0.03
H (1.99, 0.90, -1.74)  0.07
H (1.50, -0.68, -1.28)  0.09
H (3.25, 0.00, -1.34)  0.12
H (0.26, 2.93, 0.16)  0.18
H (2.27, 1.61, 3.86)  0.07
H (1.21, -0.42, 4.07)  0.07
H (0.31, -1.65, 1.92)  0.13
H (-0.58, 1.19, 1.35)  0.10
H (-1.00, -2.51, 0.52)  0.11
H (-1.78, -3.05, -1.86)  0.11
H (-2.67, -1.60, -3.25)  0.10
H (-2.46, 0.84, -2.85)  0.10
H (-1.79, 1.58, -0.59)  0.09

Summary:
* SMILES: CO\C(O)=N/C=C\C=C\c1ccccc1

Most favorable first, least favorable last: B, C, A

A:
The following is a DFT calculation (the ωB97M-V functional and the def2-TZVPD basis) of a structure of composition C14H38HgNO9S5.

Last column: Löwdin charge in e.
Cartesian coordinates (Å):
Hg (-0.26, 0.18, 0.48)  1.16
O (-1.31, 2.71, 3.54)  0.12
C (-0.84, 2.03, 2.50)  -0.87
O (-1.61, 1.78, 1.58)  -0.08
O (0.32, 1.63, 2.33)  -0.06
H (-2.23, 2.82, 3.31)  0.11
C (-2.03, 1.74, -3.51)  -0.22
S (-2.38, 1.96, -1.68)  0.90
O (-1.10, 1.55, -0.98)  -0.65
C (-2.50, 3.81, -1.72)  -0.21
H (-2.78, 2.32, -4.04)  0.06
H (-1.96, 0.72, -3.87)  0.04
H (-1.01, 2.06, -3.73)  0.03
H (-1.90, 4.24, -2.53)  0.05
H (-2.02, 4.16, -0.81)  0.06
H (-3.55, 4.10, -1.82)  0.06
C (-4.62, -1.78, 0.61)  -0.23
S (-3.35, -1.37, -0.67)  0.90
O (-2.04, -1.16, 0.10)  -0.63
C (-3.20, -3.10, -1.33)  -0.22
H (-5.61, -1.97, 0.19)  0.06
H (-4.58, -1.03, 1.40)  0.05
H (-4.35, -2.69, 1.14)  0.05
H (-3.96, -3.30, -2.09)  0.05
H (-3.22, -3.94, -0.63)  0.06
H (-2.24, -3.10, -1.85)  0.03
C (3.72, -0.55, 2.24)  -0.22
S (2.94, -1.88, 1.21)  0.92
O (1.54, -1.32, 0.95)  -0.62
C (2.80, -3.02, 2.71)  -0.22
H (3.77, 0.38, 1.67)  0.04
H (4.71, -0.76, 2.64)  0.06
H (3.11, -0.40, 3.14)  0.04
H (2.17, -2.57, 3.47)  0.04
H (3.80, -3.29, 3.03)  0.06
H (2.29, -3.91, 2.35)  0.05
C (3.41, 3.14, -0.75)  -0.22
S (2.28, 1.94, -1.63)  0.93
O (1.38, 1.27, -0.55)  -0.62
C (1.41, 3.29, -2.47)  -0.25
H (4.15, 2.69, -0.09)  0.05
H (2.79, 3.74, -0.08)  0.06
H (3.98, 3.75, -1.45)  0.05
H (0.80, 2.86, -3.27)  0.02
H (2.03, 4.04, -2.96)  0.06
H (0.76, 3.79, -1.75)  0.06
C (-2.48, -0.89, 4.57)  -0.23
S (-1.02, -1.69, 3.76)  0.94
O (-0.84, -1.03, 2.37)  -0.63
C (0.12, -0.73, 4.79)  -0.25
H (-2.36, 0.14, 4.89)  0.05
H (-2.75, -1.49, 5.44)  0.05
H (-3.29, -0.88, 3.83)  0.04
H (0.13, -1.10, 5.82)  0.06
H (-0.19, 0.32, 4.72)  0.04
H (1.16, -0.62, 4.48)  0.04
C (0.41, -1.40, -2.60)  -0.31
O (0.23, -1.08, -1.45)  -0.05
N (1.62, -1.64, -3.14)  -0.15
C (1.85, -2.09, -4.55)  -0.03
C (2.87, -1.40, -2.45)  -0.08
H (-0.36, -1.43, -3.39)  0.14
H (0.94, -2.45, -5.03)  0.08
H (2.59, -2.88, -4.64)  0.09
H (2.20, -1.21, -5.10)  0.09
H (3.49, -2.29, -2.38)  0.09
H (3.48, -0.61, -2.88)  0.08
H (2.72, -1.13, -1.40)  0.04

Summary:
* charge: +1

B:
The following is a DFT calculation (the ωB97M-V functional and the def2-TZVPD basis) of a structure of composition C14H38HgNO9S5.

Last column: Löwdin charge in e.
Cartesian coordinates (Å):
Hg (8.26, 7.58, -0.15)  1.21
O (8.20, 6.89, 3.92)  0.10
C (8.26, 7.18, 2.60)  -0.84
O (9.09, 6.53, 1.89)  -0.08
O (7.49, 8.05, 2.16)  -0.05
H (8.81, 6.17, 4.09)  0.11
C (4.85, 10.02, -1.97)  -0.23
S (6.11, 10.59, -0.83)  0.88
O (6.80, 9.33, -0.43)  -0.61
C (7.19, 11.33, -2.03)  -0.26
H (4.00, 9.71, -1.36)  0.05
H (5.31, 9.23, -2.56)  0.05
H (4.53, 10.78, -2.69)  0.06
H (8.08, 11.70, -1.52)  0.03
H (6.73, 12.15, -2.59)  0.07
H (7.53, 10.57, -2.73)  0.05
C (3.52, 6.14, -0.11)  -0.24
S (5.13, 5.40, 0.09)  0.81
O (6.15, 6.45, -0.09)  -0.58
C (5.03, 5.11, 1.84)  -0.23
H (2.77, 5.42, 0.21)  0.06
H (3.40, 6.38, -1.16)  0.05
H (3.47, 7.05, 0.50)  0.07
H (6.02, 4.87, 2.21)  0.06
H (4.32, 4.30, 2.03)  0.06
H (4.72, 6.02, 2.35)  0.07
C (11.70, 10.92, 1.34)  -0.24
S (10.04, 10.75, 0.70)  0.82
O (9.76, 9.29, 0.70)  -0.59
C (9.19, 11.42, 2.13)  -0.23
H (11.94, 11.98, 1.34)  0.06
H (12.36, 10.38, 0.67)  0.05
H (11.73, 10.48, 2.34)  0.07
H (9.59, 12.43, 2.26)  0.06
H (9.29, 10.74, 2.97)  0.07
H (8.14, 11.56, 1.87)  0.05
C (10.40, 9.85, -3.03)  -0.24
S (11.29, 8.60, -2.09)  0.85
O (10.30, 7.64, -1.56)  -0.59
C (12.02, 7.79, -3.52)  -0.23
H (10.01, 10.59, -2.33)  0.02
H (9.59, 9.39, -3.60)  0.05
H (11.09, 10.34, -3.72)  0.06
H (11.19, 7.52, -4.18)  0.04
H (12.50, 6.87, -3.18)  0.06
H (12.63, 8.52, -4.05)  0.06
C (10.45, 3.33, -0.84)  -0.24
S (8.85, 3.96, -1.33)  0.84
O (8.92, 5.39, -0.95)  -0.60
C (7.92, 3.14, -0.04)  -0.24
H (10.71, 3.81, 0.10)  0.07
H (11.17, 3.71, -1.56)  0.05
H (10.47, 2.24, -0.79)  0.06
H (6.86, 3.09, -0.29)  0.03
H (8.12, 3.71, 0.87)  0.06
H (8.30, 2.13, 0.09)  0.06
C (7.97, 6.82, -3.55)  -0.33
O (7.60, 7.64, -2.72)  -0.06
N (7.27, 5.74, -3.93)  -0.18
C (7.79, 4.83, -4.94)  -0.05
C (5.95, 5.48, -3.39)  -0.04
H (8.93, 6.89, -4.08)  0.13
H (7.63, 5.24, -5.94)  0.10
H (7.27, 3.88, -4.86)  0.09
H (8.86, 4.68, -4.82)  0.09
H (5.67, 6.30, -2.73)  0.06
H (5.23, 5.40, -4.21)  0.10
H (5.93, 4.55, -2.83)  0.08

Summary:
* charge: +1

Most favorable first, least favorable last: B, A

A:
The following is a DFT calculation (the ωB97M-V functional and the def2-TZVPD basis) of a structure of composition CHIN2.

Last column: Löwdin charge in e.
Cartesian coordinates (Å):
C (0.42, -0.30, 0.42)  -0.60
N (0.75, -1.28, -0.21)  0.22
N (0.32, 0.47, -0.71)  -0.56
I (-1.48, 1.15, -0.87)  0.86
H (-0.01, -0.04, 1.37)  0.09

B:
The following is a DFT calculation (the ωB97M-V functional and the def2-TZVPD basis) of the molecule CHIN2.

Last column: Löwdin charge in e.
Cartesian coordinates (Å):
I (-1.95, 0.81, 0.04)  0.69
C (0.14, 0.26, 0.07)  -0.80
N (0.49, -1.00, 0.65)  0.05
N (0.50, -0.99, -0.57)  0.05
H (0.83, 0.93, -0.20)  0.00

Summary:
* SMILES: IC1N=N1

Most favorable first, least favorable last: B, A